Computed, not measured: a 9-piece molecular cluster, C52H48BClF8N2O overall in a non-equilibrium geometry, with ωB97M-V/def2-TZVPD.

Structure (XYZ):
```
113
Properties=species:S:1:pos:R:3:mulliken_charge:R:1
C -0.691 -1.953 -0.491 -0.1093
C -1.490 -2.339 -1.785 -0.1555
C -2.050 -1.119 -2.594 -0.9182
N -2.953 -0.224 -1.831 -0.2090
B -4.111 -0.888 -1.292 0.5107
Cl -4.411 -0.710 0.532 -0.3117
N -5.097 -1.676 -2.077 -0.5705
C -5.915 -2.144 -1.271 0.7893
O -6.705 -2.736 -0.695 -0.4396
H -1.304 -1.390 0.267 0.2482
H 0.230 -1.352 -0.747 -0.0753
H -0.294 -2.881 -0.015 -0.1188
H -0.750 -2.855 -2.466 0.4013
H -2.262 -3.130 -1.560 0.1747
H -1.155 -0.493 -2.882 0.3194
H -2.492 -1.449 -3.575 0.2883
H -2.461 0.340 -1.140 0.1722
F -1.113 -4.693 0.145 -0.2918
C -1.014 -5.148 1.408 0.3788
C 0.130 -5.821 1.794 -0.3295
C 0.239 -6.285 3.098 -0.4312
C -0.804 -6.082 3.996 -0.5839
C -1.951 -5.408 3.592 -0.4412
C -2.055 -4.932 2.291 -0.4504
H 0.927 -5.976 1.077 0.4581
H 1.135 -6.806 3.414 0.4110
H -0.720 -6.449 5.012 0.3762
H -2.764 -5.252 4.291 0.3657
H -2.937 -4.397 1.961 0.5094
F 2.963 -3.937 1.164 -0.2736
C 3.868 -4.581 1.923 0.2203
C 4.758 -5.455 1.323 -0.2059
C 5.694 -6.117 2.108 -0.5477
C 5.722 -5.908 3.481 -0.4979
C 4.818 -5.032 4.071 -0.4217
C 3.889 -4.360 3.288 -0.3903
H 4.716 -5.612 0.252 0.5605
H 6.401 -6.798 1.648 0.3816
H 6.449 -6.429 4.092 0.3767
H 4.838 -4.872 5.143 0.3921
H 3.184 -3.667 3.729 0.4517
F -7.921 -0.578 4.251 -0.3259
C -8.629 -0.651 3.110 0.3940
C -8.107 -1.344 2.032 -0.5425
C -8.841 -1.422 0.856 -0.3146
C -10.081 -0.799 0.769 -0.8801
C -10.591 -0.101 1.857 -0.3378
C -9.864 -0.031 3.038 -0.4935
H -7.136 -1.816 2.116 0.4561
H -8.448 -1.968 0.008 0.6601
H -10.650 -0.858 -0.152 0.6022
H -11.556 0.388 1.787 0.3981
H -10.248 0.500 3.900 0.4119
F 2.705 -1.348 -1.753 -0.1388
C 3.798 -1.952 -2.254 0.2489
C 4.547 -2.778 -1.438 -0.2570
C 5.672 -3.408 -1.956 -0.3276
C 6.038 -3.195 -3.280 -0.5857
C 5.278 -2.357 -4.088 -0.3802
C 4.147 -1.735 -3.575 -0.5310
H 4.250 -2.925 -0.408 0.3148
H 6.262 -4.064 -1.327 0.4647
H 6.918 -3.683 -3.682 0.3732
H 5.567 -2.188 -5.119 0.3685
H 3.538 -1.087 -4.192 0.4222
F 0.042 2.795 -1.199 -0.2974
C 1.369 2.932 -1.026 0.4408
C 1.962 4.157 -1.273 -0.7626
C 3.331 4.298 -1.089 -0.3899
C 4.091 3.212 -0.672 -0.3096
C 3.483 1.984 -0.432 -0.8204
C 2.112 1.845 -0.605 -0.3278
H 1.354 4.990 -1.606 0.4563
H 3.805 5.254 -1.272 0.4269
H 5.161 3.322 -0.533 0.4612
H 4.077 1.136 -0.110 0.6229
H 1.620 0.900 -0.414 0.4824
F -11.698 3.223 -2.294 -0.3044
C -10.607 2.587 -2.757 0.3330
C -9.928 1.716 -1.926 -0.4325
C -8.804 1.056 -2.404 -0.3099
C -8.368 1.281 -3.705 -0.5159
C -9.057 2.163 -4.529 -0.3822
C -10.188 2.817 -4.055 -0.4300
H -10.277 1.559 -0.912 0.5166
H -8.268 0.365 -1.763 0.3466
H -7.488 0.768 -4.076 0.4089
H -8.715 2.342 -5.541 0.3652
H -10.743 3.500 -4.685 0.4064
F 4.085 7.495 -3.019 -0.2820
C 5.411 7.634 -2.848 0.3329
C 6.003 8.859 -3.097 -0.4030
C 7.372 9.002 -2.915 -0.3873
C 8.134 7.916 -2.498 -0.4276
C 7.528 6.690 -2.256 -0.5317
C 6.157 6.548 -2.427 -0.1788
H 5.394 9.691 -3.429 0.4049
H 7.845 9.959 -3.099 0.3573
H 9.204 8.028 -2.361 0.3673
H 8.122 5.843 -1.935 0.3591
H 5.666 5.603 -2.236 0.4023
F 6.609 2.933 2.904 -0.3083
C 5.461 3.255 3.527 0.1127
C 5.510 3.956 4.718 -0.3851
C 4.323 4.293 5.358 -0.4122
C 3.105 3.915 4.804 -0.4341
C 3.071 3.207 3.608 -0.4680
C 4.256 2.880 2.963 -0.0959
H 6.469 4.234 5.138 0.4126
H 4.348 4.848 6.287 0.3599
H 2.180 4.175 5.306 0.3683
H 2.122 2.910 3.179 0.3955
H 4.248 2.336 2.027 0.4431
```

Computed properties:
SMILES: CCCNB(Cl)N=C=O.Fc1ccccc1.Fc1ccccc1.Fc1ccccc1.Fc1ccccc1.Fc1ccccc1.Fc1ccccc1.Fc1ccccc1.Fc1ccccc1
Frontier orbital gap: 9.66 eV
LUMO level: 0.5 eV


Computed, not measured: C52H48F4HfN3O3P2S2 as an isolated structure in a non-equilibrium geometry, with ωB97M-V/def2-TZVPD.

Structure (XYZ):
```
115
Properties=species:S:1:pos:R:3:mulliken_charge:R:1
Hf 0.058 -0.357 -0.254 0.0923
C 0.891 -0.529 3.541 -1.0512
N 0.606 -1.462 2.452 1.3097
C -0.175 -2.583 2.979 -1.2936
C 1.885 -1.995 1.972 -1.5532
C 1.715 -2.956 0.816 -1.2989
N 0.725 -2.496 -0.161 0.5479
C 0.619 -3.232 -1.305 0.4235
C -0.290 -2.812 -2.293 -0.2439
F -0.998 -1.677 -2.040 0.2272
C -0.472 -3.404 -3.508 -0.1837
F -1.351 -2.858 -4.362 -0.3098
C 0.233 -4.535 -3.869 -0.8031
C 1.121 -4.997 -2.927 0.2599
F 1.844 -6.100 -3.191 -0.3512
C 1.315 -4.390 -1.702 0.2508
F 2.206 -4.993 -0.881 -0.3608
H 1.463 -1.034 4.334 0.4193
H -0.038 -0.145 3.960 0.1358
H 1.470 0.317 3.175 0.0886
H 0.431 -3.139 3.712 0.3939
H -0.480 -3.244 2.178 0.2354
H -1.077 -2.224 3.468 0.3275
H 2.397 -2.530 2.785 0.6496
H 2.514 -1.162 1.685 0.0993
H 1.432 -3.937 1.204 0.7084
H 2.704 -3.071 0.371 0.6132
H 0.100 -5.021 -4.826 0.5121
S -0.227 1.840 1.727 -0.8103
P -1.702 1.954 0.360 2.1917
C -2.036 0.442 -0.372 -1.0224
P -3.199 -0.578 0.355 2.9263
S -2.503 -2.412 0.658 -0.6599
C -3.937 0.025 1.925 -0.1094
C -3.137 -0.052 3.066 0.6024
C -3.608 0.377 4.298 -0.5083
C -4.898 0.887 4.407 -0.5939
C -5.696 0.985 3.275 -0.8110
C -5.216 0.566 2.036 -0.8414
C -4.652 -0.700 -0.765 0.0329
C -5.700 -1.579 -0.480 -0.2241
C -6.775 -1.697 -1.349 -0.7148
C -6.813 -0.945 -2.522 -0.4584
C -5.772 -0.079 -2.819 -0.8184
C -4.695 0.044 -1.939 -0.1895
C -1.196 3.142 -0.936 0.6347
C -1.430 4.578 -0.714 -0.9261
C -1.591 5.443 -1.724 -0.8656
C -1.700 4.983 -3.109 -0.7558
C -1.621 3.680 -3.416 -1.5196
C -1.281 2.646 -2.427 0.1200
C -3.160 2.829 1.033 0.6016
C -4.209 3.104 0.152 -0.3001
C -5.339 3.781 0.595 -0.8669
C -5.427 4.184 1.924 -0.5523
C -4.388 3.909 2.803 -0.6576
C -3.255 3.232 2.359 -0.6294
H -2.132 -0.440 2.965 -0.5580
H -2.971 0.314 5.174 0.4339
H -5.275 1.218 5.370 0.3830
H -6.693 1.406 3.348 0.3993
H -5.839 0.677 1.157 0.4232
H -5.653 -2.186 0.418 0.3831
H -7.581 -2.385 -1.121 0.3889
H -7.650 -1.045 -3.204 0.3678
H -5.788 0.496 -3.738 0.4358
H -3.860 0.704 -2.160 0.1952
H -1.518 4.920 0.312 0.3931
H -1.759 6.494 -1.511 0.4260
H -1.949 5.705 -3.879 0.3987
H -1.868 3.344 -4.419 0.4559
H -1.695 1.659 -2.575 0.2719
H -4.134 2.787 -0.885 0.3152
H -6.148 3.993 -0.095 0.4188
H -6.310 4.708 2.273 0.3841
H -4.463 4.211 3.842 0.4220
H -2.441 3.001 3.038 0.3773
C 1.155 3.515 -2.033 -2.0005
C 0.016 2.618 -1.667 0.7865
O 0.437 1.397 -1.233 0.8560
H 0.826 4.503 -2.345 0.5483
H 1.721 3.052 -2.846 0.3657
H 1.813 3.615 -1.165 -0.0463
C 5.833 3.949 3.850 -1.5238
C 6.177 2.991 2.734 1.2413
C 7.456 2.454 2.653 -0.9037
C 7.782 1.560 1.640 -0.8635
C 6.829 1.192 0.707 -0.5986
C 5.546 1.741 0.761 0.1360
N 4.532 1.355 -0.142 0.1323
C 4.683 0.941 -1.460 0.2709
C 5.789 1.343 -2.227 -0.5463
C 5.898 0.982 -3.556 -0.6249
C 4.906 0.229 -4.183 -1.0056
C 3.798 -0.144 -3.448 -0.4571
C 3.673 0.187 -2.097 0.3815
C 2.420 -0.223 -1.405 1.2391
O 1.457 -0.714 -2.044 -0.7784
O 2.292 -0.044 -0.138 -0.8935
C 5.212 2.651 1.777 0.4497
C 3.820 3.237 1.848 -0.8328
H 6.642 3.997 4.579 0.3914
H 4.921 3.648 4.371 0.3076
H 5.663 4.962 3.470 0.3197
H 8.198 2.730 3.396 0.3239
H 8.776 1.129 1.594 0.3781
H 7.061 0.462 -0.060 0.6071
H 3.645 1.082 0.258 0.2277
H 6.553 1.957 -1.767 0.5732
H 6.763 1.312 -4.122 0.3788
H 4.993 -0.044 -5.228 0.4091
H 2.990 -0.707 -3.899 0.5638
H 3.326 3.200 0.878 -0.4326
H 3.845 4.277 2.177 0.4775
H 3.184 2.691 2.554 0.3079
```

Computed properties:
Charge: -1
Frontier orbital gap: 7.10 eV
Energy above the lowest of the compared OMol25 structures with the same formula, charge and spin: 1.5209 eV
LUMO level: 2.4 eV


Computed, not measured: C52H48N4PSTi as an isolated structure, with ωB97M-V/def2-TZVPD.

Structure (XYZ):
```
107
Properties=species:S:1:pos:R:3:mulliken_charge:R:1
Ti -0.458 -1.438 -0.873 -1.1980
S -1.455 -5.729 0.471 -0.3971
C 0.268 -5.680 0.295 -0.6691
C 0.691 -4.464 -0.141 -0.7809
C -0.347 -3.490 -0.362 0.5829
C -1.576 -4.073 -0.067 0.3549
C -2.784 -3.325 -0.130 0.4035
C -4.065 -3.820 0.147 -1.0564
C -5.172 -3.009 0.074 -0.8850
C -4.974 -1.649 -0.301 -0.6714
C -3.701 -1.219 -0.542 -0.9248
N -2.583 -1.980 -0.458 0.9071
H 0.861 -6.554 0.519 0.4605
H 1.741 -4.246 -0.308 0.3302
H -4.166 -4.865 0.420 0.3994
H -6.160 -3.397 0.288 0.3747
H -5.799 -0.953 -0.382 0.4703
H -3.521 -0.183 -0.795 0.3592
C -3.359 1.872 -2.476 -1.9382
C -2.440 3.041 -2.240 1.2609
C -3.007 4.315 -2.260 -0.6440
C -2.250 5.455 -2.050 -0.7105
C -0.888 5.329 -1.833 -0.7880
C -0.308 4.068 -1.817 -0.8830
C -1.063 2.907 -2.001 0.4094
P -0.312 1.205 -2.006 2.0910
C 1.444 1.597 -1.562 0.4598
C 1.534 2.115 -0.264 -0.5711
C 2.740 2.483 0.302 -0.6242
C 3.913 2.261 -0.403 -1.3270
C 3.844 1.697 -1.661 -0.3379
C 2.630 1.375 -2.280 0.4596
C 2.722 0.760 -3.651 -1.6526
C -0.410 0.836 -3.784 0.8740
C -0.334 1.824 -4.765 -0.7819
C -0.262 1.486 -6.104 -0.6144
C -0.258 0.137 -6.454 -0.7423
C -0.392 -0.839 -5.484 -0.6617
C -0.517 -0.522 -4.121 0.7165
C -0.782 -1.560 -3.085 -2.1052
H -4.058 2.105 -3.281 0.5976
H -3.946 1.667 -1.579 0.4179
H -2.840 0.956 -2.751 0.1871
H -4.071 4.402 -2.450 0.4319
H -2.719 6.431 -2.068 0.3663
H -0.268 6.204 -1.686 0.4322
H 0.759 3.998 -1.668 0.3247
H 0.626 2.251 0.314 0.2557
H 2.771 2.945 1.281 0.7505
H 4.874 2.512 0.029 0.3278
H 4.760 1.488 -2.201 0.3096
H 3.770 0.575 -3.891 0.4627
H 2.307 1.403 -4.423 0.3694
H 2.192 -0.190 -3.703 0.0777
H -0.294 2.868 -4.472 0.4488
H -0.189 2.255 -6.862 0.4121
H -0.176 -0.151 -7.496 0.3696
H -0.433 -1.884 -5.770 0.4725
H -0.460 -2.541 -3.447 0.6985
H -1.878 -1.637 -2.994 0.5124
C 0.030 -0.731 6.032 -1.3197
C 1.195 0.100 5.578 0.8504
C 2.110 0.613 6.489 -0.7255
C 3.202 1.367 6.081 -0.7584
C 3.376 1.635 4.733 -0.7734
C 2.462 1.156 3.807 0.1096
C 1.383 0.379 4.217 -0.3738
N 0.430 -0.113 3.306 0.4489
C 0.609 -0.466 1.976 -0.5986
N 1.873 -0.794 1.661 0.1937
C 2.474 -1.174 0.419 -0.1470
C 1.701 -1.378 -0.719 2.2639
C 2.434 -1.799 -1.845 -1.1429
C 3.809 -1.968 -1.843 -1.0610
C 4.528 -1.723 -0.679 -1.4008
C 3.870 -1.326 0.474 1.6907
C 4.657 -1.050 1.730 -1.4619
N -0.407 -0.522 1.159 2.0514
C -1.665 -0.050 1.658 -1.4995
C -2.091 1.225 1.296 -0.5610
C -3.315 1.713 1.727 -0.6922
C -4.127 0.915 2.520 -1.0616
C -3.705 -0.358 2.871 -0.6341
C -2.473 -0.864 2.459 1.3228
C -2.039 -2.245 2.865 -1.1839
H 0.115 -0.964 7.093 0.4467
H -0.025 -1.664 5.470 0.2418
H -0.923 -0.212 5.882 0.3117
H 1.967 0.397 7.542 0.3684
H 3.908 1.740 6.812 0.3673
H 4.214 2.231 4.394 0.4370
H 2.574 1.382 2.755 0.4518
H -0.537 0.001 3.567 0.3668
H 2.502 -0.774 2.445 0.0666
H 1.894 -2.021 -2.762 0.4213
H 4.322 -2.295 -2.742 0.4377
H 5.606 -1.849 -0.658 0.2843
H 5.715 -1.252 1.565 0.4454
H 4.340 -1.674 2.573 0.3492
H 4.568 -0.005 2.048 0.1758
H -1.460 1.822 0.651 0.2416
H -3.632 2.706 1.432 0.4805
H -5.096 1.273 2.846 0.3655
H -4.352 -0.997 3.462 0.4430
H -2.893 -2.922 2.883 0.6015
H -1.596 -2.239 3.866 0.1856
H -1.306 -2.654 2.170 -0.2004
```

Computed properties:
Charge: -1
Frontier orbital gap (alpha / beta): 3.78 / 6.58 eV
Expectation value of S²: 2.029
2S+1: 3
LUMO level (alpha / beta): 2.3 / 2.3 eV


Computed, not measured: C52H49BClF4N4O4P2SiV as an isolated structure in a non-equilibrium geometry, with ωB97M-V/def2-TZVPD.

Structure (XYZ):
```
119
Properties=species:S:1:pos:R:3:mulliken_charge:R:1
V 15.425 12.591 15.022 1.4023
C 16.629 9.189 14.645 -1.3643
Si 16.641 10.427 16.042 1.9673
C 18.565 10.743 16.224 0.5143
C 19.491 9.761 16.591 -0.3823
C 20.797 10.064 16.943 -0.8522
C 21.303 11.366 16.760 -0.8776
C 20.450 12.291 16.178 -0.1835
C 19.081 12.027 16.122 -0.2975
P 17.844 13.254 15.529 1.3350
C 18.549 13.788 13.902 -0.0806
C 18.299 15.061 13.414 0.0746
C 18.793 15.304 12.113 -0.8120
C 19.573 14.368 11.408 -0.6377
C 19.798 13.078 11.889 -0.5553
C 19.297 12.823 13.138 -0.4264
C 18.229 14.584 16.692 1.6098
C 19.378 15.357 16.497 -0.8043
C 19.759 16.280 17.494 -1.1492
C 19.088 16.261 18.694 -0.5826
C 17.882 15.535 18.848 -0.4043
C 17.455 14.659 17.876 -0.5649
C 16.163 9.525 17.681 0.1980
C 16.510 8.187 17.731 -0.7121
C 16.439 7.342 18.807 -1.0561
C 15.927 7.946 19.977 -0.6430
C 15.613 9.298 20.020 -0.3073
C 15.617 10.099 18.840 0.0730
P 14.856 11.705 18.725 1.6443
C 13.003 11.603 18.867 0.1288
C 12.109 12.376 18.083 0.0512
C 10.795 11.923 17.988 -0.1503
C 10.326 10.821 18.692 -0.6725
C 11.240 10.113 19.502 -0.8511
C 12.516 10.602 19.744 -0.5751
C 15.281 12.396 20.389 0.4467
C 14.440 13.359 20.951 -0.9416
C 14.841 14.122 22.023 -0.4765
C 16.060 13.864 22.741 -0.5914
C 16.852 12.796 22.270 -0.7513
C 16.507 12.170 21.079 -0.4636
H 17.690 8.829 14.416 0.3012
H 15.979 8.365 14.989 0.3645
H 16.321 9.637 13.703 0.1261
H 19.162 8.736 16.724 0.3492
H 21.487 9.337 17.416 0.3317
H 22.344 11.520 17.087 0.3639
H 20.785 13.306 16.053 0.3373
H 17.824 15.849 14.025 0.4063
H 18.593 16.259 11.648 0.4366
H 19.879 14.670 10.372 0.2580
H 20.239 12.229 11.378 0.4368
H 19.469 11.859 13.721 0.1092
H 19.980 15.166 15.592 0.2677
H 20.575 16.995 17.352 0.3769
H 19.336 16.928 19.541 0.3012
H 17.420 15.651 19.873 0.2983
H 16.589 14.020 17.940 0.0823
H 16.867 7.728 16.817 0.2625
H 16.754 6.336 18.694 0.4962
H 15.853 7.373 20.932 0.2898
H 15.439 9.760 20.976 0.4434
H 12.364 13.392 17.551 -0.0376
H 10.099 12.383 17.300 0.4197
H 9.285 10.624 18.666 0.4398
H 10.832 9.249 20.022 0.3586
H 13.113 10.162 20.509 0.4237
H 13.443 13.450 20.517 0.3009
H 14.125 14.878 22.362 0.3748
H 16.382 14.242 23.735 0.3409
H 17.821 12.584 22.716 0.3510
H 17.285 11.553 20.672 0.4395
F 13.872 10.777 14.145 -0.1890
B 12.995 10.980 15.253 -0.1962
F 13.546 12.165 15.968 -0.4605
F 11.750 11.305 14.789 -0.3689
F 13.079 9.785 16.025 -0.3104
C 10.369 15.807 13.974 -1.4864
C 10.208 16.631 15.229 1.4796
C 9.076 17.330 15.377 -0.7484
C 8.853 18.005 16.595 0.3864
Cl 7.309 18.750 16.889 -0.2529
C 9.742 17.977 17.599 -0.7293
C 10.946 17.263 17.459 -0.3499
C 11.185 16.642 16.263 -0.5070
O 12.360 15.934 16.097 0.4032
C 13.409 16.421 15.185 -1.0974
C 14.792 15.694 15.464 0.0353
O 15.601 16.364 16.170 -0.4202
O 14.865 14.592 14.812 0.0955
H 10.044 16.331 13.084 0.4056
H 9.774 14.951 13.913 0.4936
H 11.335 15.383 13.764 -0.1760
H 8.380 17.434 14.548 0.4087
H 9.374 18.379 18.551 0.3494
H 11.720 17.199 18.252 0.4210
H 13.621 17.467 15.398 0.3338
H 13.218 16.233 14.157 0.3071
N 16.123 19.365 16.329 -0.5280
N 15.846 18.797 17.654 -0.5608
H 16.249 18.569 15.704 0.2465
H 17.068 19.828 16.371 0.2591
H 15.833 17.775 17.493 0.3145
H 14.898 19.015 17.864 0.2976
N 13.498 10.007 8.943 -0.2984
C 12.902 10.956 9.697 0.1507
O 11.683 11.227 9.588 -0.6590
C 13.747 11.607 10.768 1.1566
C 15.038 11.140 11.095 -0.6396
C 15.619 11.618 12.273 -0.9385
N 15.080 12.577 13.028 0.2158
C 13.901 13.077 12.613 -0.2372
C 13.183 12.651 11.526 -0.8328
H 12.912 9.546 8.233 0.2495
H 14.465 9.847 8.933 0.1594
H 15.559 10.429 10.415 0.1045
H 16.673 11.381 12.575 0.4153
H 13.555 13.969 13.064 0.2908
H 12.306 13.121 11.209 0.6782
```

Computed properties:
Charge: -1
Frontier orbital gap (alpha / beta): 5.74 / 5.75 eV
Expectation value of S²: 3.772
Energy above the lowest of the compared OMol25 structures with the same formula, charge and spin: 0.0000 eV
2S+1: 4
LUMO level (alpha / beta): 1.7 / 1.6 eV


Number 1: energy -94671.3821 eV. Number 2: energy -117747.5714 eV. Number 3: energy -103905.2352 eV. Number 4: energy -145087.7550 eV.